(1)
Molecular formula: C42H67BF4Ge2N7O3P2STi
Method: DFT, the ωB97M-V functional and the def2-TZVPD basis

XYZ file:
```
130
Properties=species:S:1:pos:R:3
Ti 0.076 0.173 -0.074
C -3.797 2.239 2.119
C -2.478 2.990 2.060
Ge -0.777 2.012 1.959
C 0.636 3.357 2.087
C 1.987 2.968 2.666
C -0.819 1.108 3.679
C -0.891 -0.207 3.806
Ge -1.145 -1.145 2.139
C -3.091 -1.203 1.863
C -3.852 -1.371 3.186
C -0.443 -2.942 1.865
C -1.379 -3.958 2.532
C -0.898 -0.950 5.095
C -0.054 -2.040 5.289
C -0.024 -2.700 6.508
C -0.848 -2.283 7.543
C -1.691 -1.196 7.360
C -1.711 -0.531 6.145
H -4.607 2.899 2.431
H -3.759 1.422 2.836
H -4.085 1.823 1.151
H -2.303 3.487 3.022
H -2.515 3.781 1.309
H 0.118 4.061 2.748
H 0.764 3.844 1.123
H 1.893 2.384 3.581
H 2.558 3.865 2.906
H 2.574 2.386 1.960
H -0.791 1.740 4.569
H -3.341 -2.041 1.210
H -3.427 -0.294 1.368
H -3.592 -2.297 3.697
H -4.927 -1.387 3.002
H -3.646 -0.559 3.878
H 0.565 -2.979 2.267
H -0.341 -3.152 0.795
H -1.484 -3.783 3.602
H -0.969 -4.960 2.405
H -2.378 -3.959 2.097
H 0.616 -2.354 4.499
H 0.649 -3.532 6.653
H -0.831 -2.801 8.492
H -2.330 -0.865 8.166
H -2.369 0.317 6.005
C 3.442 5.196 -1.017
P 3.010 3.419 -1.097
C 4.561 2.677 -0.473
C 3.211 3.144 -2.911
C 2.729 1.788 -3.424
P 0.961 1.364 -3.110
C 0.793 0.038 -4.363
C 0.153 2.722 -4.043
H 4.354 5.414 -1.576
H 3.597 5.488 0.022
H 2.635 5.811 -1.415
H 5.433 3.173 -0.903
H 4.607 1.617 -0.723
H 4.614 2.755 0.612
H 4.266 3.262 -3.175
H 2.673 3.949 -3.420
H 3.334 0.986 -2.998
H 2.870 1.740 -4.510
H 0.926 0.455 -5.363
H -0.179 -0.448 -4.313
H 1.551 -0.729 -4.205
H 0.581 2.779 -5.046
H 0.294 3.684 -3.557
H -0.921 2.553 -4.131
F 1.913 -0.059 2.691
B 2.476 -0.440 1.538
F 1.871 -1.560 0.995
F 3.799 -0.348 1.447
F 1.885 0.653 0.400
C -3.169 -2.461 -1.315
S -2.990 -0.684 -1.378
C -2.888 -0.357 -3.116
O -1.503 -0.401 -0.919
H -3.018 -2.898 -2.299
H -4.175 -2.656 -0.951
H -2.442 -2.837 -0.597
H -3.908 -0.177 -3.449
H -2.410 -1.184 -3.636
H -2.325 0.567 -3.210
C 3.596 -1.221 -1.390
C 2.331 -1.853 -1.843
N 1.089 -1.483 -1.546
C 0.271 -2.378 -2.207
C 1.008 -3.286 -2.885
N 2.314 -2.939 -2.649
C 3.457 -3.688 -3.181
N 3.387 -5.055 -2.803
N 2.713 -5.931 -3.598
N 2.690 -7.076 -3.050
C 3.360 -6.992 -1.840
C 3.606 -7.976 -0.877
C 4.298 -7.588 0.243
C 4.740 -6.253 0.411
C 4.504 -5.278 -0.529
C 3.803 -5.691 -1.668
H 3.412 -0.194 -1.094
H 4.341 -1.212 -2.184
H 4.014 -1.744 -0.530
H -0.794 -2.317 -2.152
H 0.751 -4.135 -3.492
H 4.374 -3.244 -2.801
H 3.441 -3.633 -4.270
H 3.269 -8.992 -1.019
H 4.515 -8.309 1.016
H 5.289 -5.997 1.306
H 4.853 -4.265 -0.389
O -5.356 6.030 -2.422
C -5.654 5.172 -1.353
N -5.658 3.773 -1.711
C -4.609 2.931 -1.787
O -4.760 1.732 -1.998
C -3.213 3.449 -1.582
C -2.707 4.689 -1.955
C -1.366 4.951 -1.695
C -0.584 3.972 -1.099
N -1.066 2.777 -0.756
C -2.349 2.549 -0.992
H -6.152 6.201 -2.940
H -6.628 5.399 -0.919
H -4.891 5.347 -0.593
H -6.543 3.323 -1.904
H -3.330 5.423 -2.449
H -0.925 5.901 -1.959
H 0.461 4.142 -0.881
H -2.752 1.608 -0.645
```

Values from the calculation:
- Total charge: +2
- 2S+1: 2
- Energy: -238313.5067 eV
- Highest occupied orbital energy (alpha / beta): -12.62 / -12.64 eV
- Energy above the lowest of the compared OMol25 structures with the same formula, charge and spin: 2.512 eV

=====

(2)
Molecular formula: C42H67EuN4PSSbSe
Method: DFT, the ωB97M-V functional and the def2-TZVPD basis

XYZ file:
```
118
Properties=species:S:1:pos:R:3
Eu 0.072 0.619 1.553
C -0.500 1.171 5.065
N 0.414 1.458 3.949
C 1.388 2.318 4.006
C 2.154 2.698 2.863
C 3.273 3.553 2.891
C 3.685 3.766 1.592
C 2.942 2.853 0.830
N 2.035 2.147 1.590
C -1.244 -0.103 4.759
C -1.154 -1.129 5.677
C -1.674 -2.393 5.390
C -2.383 -2.626 4.218
C -2.528 -1.540 3.346
C -1.975 -0.320 3.561
H -1.182 2.034 5.206
H 0.149 1.104 5.986
H 1.572 2.901 4.891
H 3.706 3.971 3.788
H 4.370 4.554 1.230
H 2.985 2.694 -0.239
H -0.708 -0.954 6.616
H -1.515 -3.160 6.123
H -2.809 -3.576 3.968
H -3.183 -1.660 2.483
H -2.196 0.554 2.909
S -0.623 7.038 2.252
C -1.893 6.172 1.495
C -1.401 5.128 0.783
N -0.045 4.813 0.984
C 0.445 5.794 1.720
H -2.882 6.569 1.537
H -1.946 4.501 0.052
H 1.525 5.920 1.814
C 2.078 0.516 -5.287
C 0.565 0.574 -5.138
C -0.256 1.123 -6.309
Sb 0.264 1.485 -3.128
C -1.856 0.974 -2.773
C -2.748 1.063 -3.978
C -1.803 -0.416 -2.140
C 0.138 3.757 -3.295
C 0.184 4.272 -4.724
C 1.270 4.273 -2.446
H 2.358 -0.001 -6.192
H 2.559 -0.105 -4.542
H 2.603 1.473 -5.129
H 0.158 -0.431 -4.895
H 0.130 2.009 -6.760
H -1.300 1.375 -6.108
H -0.314 0.387 -7.102
H -2.040 1.764 -2.048
H -2.464 0.308 -4.740
H -2.704 2.098 -4.395
H -3.803 0.863 -3.762
H -1.421 -1.154 -2.846
H -2.818 -0.693 -1.878
H -1.166 -0.458 -1.234
H -0.851 3.938 -2.799
H 0.967 3.712 -5.289
H 0.542 5.295 -4.703
H -0.737 4.103 -5.265
H 2.255 3.978 -2.861
H 1.217 3.948 -1.391
H 1.248 5.387 -2.338
Se -2.578 2.000 0.703
C -4.382 1.291 0.538
C -5.169 0.581 1.468
C -6.386 0.085 1.086
C -6.985 0.339 -0.127
C -6.316 1.184 -1.010
C -5.000 1.577 -0.724
H -4.862 0.453 2.497
H -6.914 -0.544 1.829
H -8.020 0.103 -0.212
H -6.736 1.421 -1.990
H -4.507 2.283 -1.338
C 1.666 -2.425 3.269
C 2.517 -2.916 2.062
C 3.802 -2.057 2.053
C 3.002 -4.350 2.378
P 1.586 -2.660 0.430
N 0.826 -1.254 0.513
C 0.340 -4.079 0.201
C -0.796 -3.639 -0.782
C 0.883 -5.458 -0.226
C -0.455 -4.294 1.559
C 2.753 -2.501 -1.054
C 1.853 -2.587 -2.302
C 3.432 -1.144 -1.007
C 3.705 -3.699 -1.038
H 2.055 -2.768 4.209
H 0.630 -2.774 3.198
H 1.656 -1.329 3.326
H 4.051 -1.947 3.142
H 3.733 -1.052 1.670
H 4.647 -2.529 1.539
H 3.580 -4.386 3.312
H 3.658 -4.774 1.592
H 2.164 -5.007 2.548
H -0.490 -3.567 -1.832
H -1.183 -2.696 -0.466
H -1.596 -4.366 -0.764
H 1.259 -5.467 -1.255
H 0.156 -6.224 -0.149
H 1.746 -5.815 0.363
H -0.979 -3.417 1.896
H 0.134 -4.655 2.400
H -1.216 -4.997 1.331
H 0.970 -1.946 -2.266
H 1.515 -3.624 -2.509
H 2.375 -2.366 -3.296
H 2.826 -0.327 -0.565
H 3.687 -0.746 -2.005
H 4.379 -1.166 -0.425
H 3.149 -4.647 -1.055
H 4.380 -3.689 -0.172
H 4.332 -3.712 -1.931
```

Values from the calculation:
- 2S+1: 7
- Energy: -161935.8355 eV
- Highest occupied orbital energy (alpha / beta): -7.14 / -7.15 eV
- Energy above the lowest of the compared OMol25 structures with the same formula, charge and spin: 0.000 eV

=====

Question: Which of these has the highest energy?
Answer: C42H67EuN4PSSbSe